Record 1
A 13-piece molecular cluster, C6H35N2O12 overall, computed with wB97M-V/def2-TZVPD.

Electronic energy: -34337.2188 eV
Kohn-Sham gap (spin up / spin down): 3.69 / 8.20 eV
Largest force on an atom: 3.655 eV Å⁻¹

The geometry in ORCA input format:
```
! wB97M-V def2-TZVPD RIJCOSX def2/J DEFGRID3
* xyz 0 2
C -1.704 17.672 1.270
C -2.215 18.839 2.242
N -3.637 18.645 2.655
C -4.238 17.650 3.321
C -5.579 17.925 3.383
N -5.815 19.042 2.626
C -4.633 19.540 2.226
C -7.133 19.592 2.341
H -0.641 17.724 1.033
H -2.215 17.612 0.309
H -1.940 16.725 1.756
H -2.029 19.805 1.772
H -1.541 18.983 3.086
H -3.579 16.869 3.669
H -6.424 17.294 3.616
H -4.485 20.438 1.645
H -7.012 20.657 2.143
H -7.809 19.386 3.171
H -7.578 19.156 1.447
O 1.587 19.292 1.929
H 1.261 20.172 1.743
H 2.448 19.262 1.511
O -5.906 23.763 1.629
H -6.830 23.524 1.554
H -5.833 24.172 2.491
O 0.022 20.153 -1.119
H -0.778 19.759 -0.772
H 0.166 20.926 -0.572
O -2.689 20.178 -0.956
H -3.510 19.958 -1.396
H -2.273 20.822 -1.529
O 1.761 16.379 -1.102
H 1.554 16.460 -0.171
H 2.587 15.895 -1.122
O -10.041 18.935 0.132
H -9.967 19.863 -0.090
H -9.297 18.523 -0.306
O -4.584 16.053 0.294
H -5.244 16.083 0.987
H -4.482 15.122 0.099
O -6.791 15.354 1.922
H -6.255 14.810 2.499
H -7.494 14.773 1.630
O -7.883 17.854 -1.140
H -7.160 18.165 -0.596
H -7.701 18.212 -2.009
O 1.789 16.725 1.751
H 1.667 16.365 2.630
H 1.738 17.673 1.871
O -3.170 16.268 -2.324
H -3.440 16.237 -1.406
H -2.279 15.919 -2.323
O -8.860 22.514 1.996
H -9.071 23.191 2.639
H -9.577 21.884 2.067
*
```

---

Record 2
A 4-piece molecular cluster, C38H77Cl2F3N3O20P3S2Si overall, computed with wB97M-V/def2-TZVPD.

Electronic energy: -176683.1603 eV
Kohn-Sham gap: 8.07 eV
Largest force on an atom: 9.371 eV Å⁻¹

The geometry in ORCA input format:
```
! wB97M-V def2-TZVPD RIJCOSX def2/J DEFGRID3
* xyz 0 1
C 2.095 1.408 1.219
C 0.603 1.757 0.970
O -0.142 1.636 1.906
N 0.186 2.236 -0.308
C -0.159 1.153 -1.253
C -1.406 1.489 -2.135
C -2.386 2.462 -1.402
C -3.828 2.395 -1.972
C -5.004 2.675 -0.960
C -5.889 3.906 -1.301
C -6.541 4.626 -0.064
O -5.762 4.574 1.132
C -6.275 5.333 2.118
F -5.461 5.193 3.174
F -6.310 6.638 1.839
F -7.486 4.907 2.503
C -5.212 5.063 -2.085
Cl -5.932 5.706 -3.577
C -4.108 5.718 -1.721
C -3.508 6.869 -2.531
Cl -3.249 5.353 -0.237
O -7.088 3.505 -2.018
S -6.758 2.681 -3.419
O -8.042 2.590 -4.050
O -6.328 1.115 -3.045
C -6.573 0.645 -1.726
N -6.246 -0.797 -1.780
C -8.156 0.619 -1.517
S -8.952 -0.317 -2.892
O -9.401 -1.609 -2.420
O -10.087 0.467 -3.314
C -5.809 1.370 -0.540
N -6.972 1.747 0.365
C -6.734 1.873 1.562
O -6.478 2.087 2.687
Si -4.673 0.120 0.434
C -3.540 1.001 1.702
C -3.419 -0.813 -0.667
C -5.705 -1.265 1.260
H 2.131 0.422 1.703
H 2.682 1.431 0.291
H 2.505 2.111 1.961
H 0.927 2.837 -0.652
H 0.709 1.024 -1.926
H -0.282 0.215 -0.690
H -0.987 1.992 -3.025
H -1.907 0.586 -2.506
H -2.302 2.409 -0.311
H -1.991 3.455 -1.674
H -3.867 3.022 -2.874
H -3.965 1.363 -2.342
H -4.474 2.929 -0.024
H -6.759 5.670 -0.345
H -7.529 4.182 0.142
H -4.206 7.718 -2.580
H -3.358 6.518 -3.564
H -2.528 7.154 -2.136
H -6.894 -1.338 -1.224
H -6.198 -1.118 -2.739
H -8.627 1.606 -1.533
H -8.429 0.009 -0.646
H -8.109 -0.414 -3.964
H -2.488 0.971 1.383
H -3.580 0.385 2.618
H -3.862 2.027 1.935
H -2.381 -0.524 -0.438
H -3.647 -0.776 -1.738
H -3.462 -1.887 -0.400
H -6.785 -1.125 1.076
H -5.512 -1.300 2.344
H -5.419 -2.234 0.829
O -4.896 -4.268 -2.349
P -5.149 -5.566 -3.056
O -4.345 -6.636 -2.101
C -4.888 -6.955 -0.821
C -6.125 -7.828 -0.937
O -4.008 -5.390 -4.236
C -3.510 -4.112 -4.622
C -2.159 -3.866 -3.983
O -5.880 -6.778 -3.909
C -5.722 -7.003 -5.318
C -4.600 -7.988 -5.565
H -5.109 -6.036 -0.269
H -4.111 -7.491 -0.275
H -6.948 -7.281 -1.404
H -6.455 -8.159 0.049
H -5.923 -8.702 -1.556
H -4.217 -3.318 -4.384
H -3.401 -4.125 -5.711
H -2.210 -3.955 -2.897
H -1.782 -2.872 -4.236
H -1.438 -4.610 -4.327
H -5.587 -6.072 -5.863
H -6.659 -7.438 -5.673
H -3.657 -7.646 -5.145
H -4.467 -8.151 -6.636
H -4.825 -8.945 -5.091
O 4.708 -1.490 2.694
P 4.647 -2.643 3.673
O 3.761 -1.817 4.814
C 2.368 -1.640 4.593
C 1.606 -2.939 4.784
O 6.151 -2.349 4.299
C 7.200 -1.772 3.522
C 7.335 -0.299 3.845
O 4.541 -3.947 4.716
C 5.652 -4.592 5.352
C 5.897 -3.980 6.714
H 2.196 -1.230 3.593
H 2.019 -0.904 5.318
H 1.874 -3.668 4.013
H 0.530 -2.766 4.728
H 1.843 -3.388 5.749
H 7.047 -1.937 2.456
H 8.124 -2.290 3.794
H 6.397 0.236 3.693
H 8.107 0.166 3.227
H 7.602 -0.167 4.896
H 6.540 -4.582 4.725
H 5.375 -5.642 5.481
H 6.084 -2.910 6.653
H 6.751 -4.457 7.197
H 5.019 -4.107 7.350
O 9.946 1.482 1.225
P 11.106 2.443 1.334
O 10.235 3.804 0.959
C 9.348 4.342 1.936
C 10.100 5.011 3.073
O 11.726 2.152 -0.168
C 11.571 0.895 -0.822
C 10.461 0.978 -1.849
O 12.380 3.450 1.694
C 13.640 3.456 1.010
C 13.617 4.469 -0.114
H 8.688 3.555 2.314
H 8.727 5.078 1.424
H 10.663 4.277 3.656
H 9.406 5.518 3.746
H 10.816 5.737 2.688
H 11.397 0.091 -0.107
H 12.517 0.674 -1.324
H 9.525 1.305 -1.397
H 10.302 0.011 -2.330
H 10.714 1.712 -2.617
H 13.920 2.461 0.669
H 14.394 3.757 1.742
H 12.818 4.269 -0.825
H 14.568 4.466 -0.648
H 13.440 5.470 0.282
*
```

---

Record 3
C36H90KO24P6 as an isolated structure, computed with wB97M-V/def2-TZVPD.

Electronic energy: -159997.1704 eV
Kohn-Sham gap: 9.10 eV
Largest force on an atom: 4.483 eV Å⁻¹

The geometry in ORCA input format:
```
! wB97M-V def2-TZVPD RIJCOSX def2/J DEFGRID3
* xyz 1 1
K -10.040 25.638 -2.850
C -15.628 31.811 -8.343
C -14.160 31.950 -7.934
O -13.658 30.878 -7.151
P -12.977 29.598 -7.881
O -12.339 28.746 -6.882
O -11.998 30.327 -8.962
C -11.282 29.519 -9.927
C -12.127 28.946 -11.095
O -14.150 28.851 -8.747
C -15.131 28.092 -8.060
C -15.754 27.394 -9.233
H -15.748 31.232 -9.259
H -16.251 31.379 -7.561
H -16.012 32.813 -8.537
H -13.604 32.121 -8.855
H -13.947 32.805 -7.292
H -10.455 30.082 -10.359
H -10.870 28.695 -9.344
H -11.663 28.074 -11.557
H -13.157 28.684 -10.849
H -12.208 29.660 -11.914
H -14.657 27.408 -7.356
H -15.848 28.630 -7.440
H -16.136 28.141 -9.930
H -15.058 26.781 -9.806
H -16.672 26.822 -9.100
C -10.048 25.668 3.489
C -9.145 24.387 3.462
O -9.877 23.247 3.671
P -9.567 21.895 2.738
O -9.186 22.242 1.296
O -8.284 21.336 3.630
C -7.433 20.302 3.079
C -7.816 19.042 3.779
O -10.817 20.946 3.026
C -11.073 20.530 4.426
C -12.563 20.092 4.385
H -10.959 25.432 2.938
H -10.306 26.072 4.468
H -9.681 26.522 2.919
H -8.473 24.417 2.604
H -8.545 24.512 4.364
H -7.574 20.086 2.019
H -6.405 20.549 3.343
H -8.783 18.655 3.459
H -7.178 18.192 3.537
H -7.915 19.103 4.863
H -10.444 19.694 4.729
H -10.903 21.359 5.113
H -13.198 20.978 4.397
H -12.877 19.368 3.632
H -12.894 19.598 5.299
C -16.732 22.325 0.154
C -16.534 23.123 -1.173
O -16.639 24.496 -0.885
P -15.715 25.370 0.069
O -14.247 25.262 -0.116
O -16.219 26.882 -0.225
C -16.447 27.252 -1.532
C -17.028 28.603 -1.472
O -16.311 25.096 1.533
C -15.534 25.411 2.587
C -15.621 26.875 2.896
H -15.846 22.361 0.788
H -17.607 22.549 0.764
H -16.850 21.293 -0.174
H -15.517 22.933 -1.516
H -17.261 22.696 -1.864
H -15.539 27.261 -2.134
H -17.207 26.714 -2.100
H -16.319 29.400 -1.248
H -17.406 28.813 -2.472
H -17.845 28.691 -0.755
H -15.713 24.764 3.445
H -14.475 25.212 2.420
H -16.594 27.281 3.175
H -14.905 27.208 3.647
H -15.255 27.455 2.048
C -3.681 27.846 -7.503
C -4.387 27.087 -6.355
O -3.731 25.778 -6.438
P -4.663 24.634 -7.033
O -6.053 24.774 -6.591
O -3.990 23.288 -6.456
C -4.607 22.082 -6.699
C -4.394 21.337 -5.355
O -4.443 24.667 -8.637
C -3.171 24.495 -9.107
C -3.222 23.900 -10.574
H -3.791 27.345 -8.465
H -4.216 28.791 -7.601
H -2.622 27.954 -7.270
H -4.137 27.600 -5.426
H -5.474 27.160 -6.359
H -5.664 22.283 -6.874
H -4.017 21.658 -7.511
H -4.912 20.380 -5.421
H -3.343 21.229 -5.089
H -4.828 21.824 -4.481
H -2.602 25.424 -9.070
H -2.539 23.866 -8.479
H -3.983 24.329 -11.226
H -2.242 23.969 -11.047
H -3.482 22.842 -10.587
C -6.469 33.455 1.477
C -6.787 33.123 -0.041
O -8.191 33.288 -0.212
P -8.945 32.372 -1.334
O -8.498 30.941 -1.414
O -8.725 33.180 -2.747
C -9.148 34.476 -2.861
C -8.358 35.041 -4.082
O -10.491 32.522 -0.943
C -10.995 33.667 -0.228
C -12.011 33.187 0.830
H -6.964 32.743 2.137
H -5.407 33.527 1.715
H -6.952 34.429 1.554
H -6.074 33.520 -0.764
H -6.640 32.063 -0.253
H -10.213 34.470 -3.097
H -9.008 35.062 -1.953
H -8.617 36.043 -4.424
H -7.318 34.844 -3.818
H -8.447 34.405 -4.962
H -10.236 34.257 0.285
H -11.380 34.310 -1.019
H -12.174 34.017 1.518
H -12.973 32.722 0.616
H -11.404 32.513 1.435
C -12.448 18.805 -4.193
C -11.838 20.093 -4.825
O -11.951 20.067 -6.205
P -12.799 21.277 -6.920
O -12.447 22.657 -6.537
O -12.599 20.998 -8.532
C -11.317 21.222 -9.099
C -11.014 22.630 -9.539
O -14.393 20.930 -6.627
C -15.093 19.862 -7.203
C -16.495 20.271 -7.669
H -12.484 18.916 -3.109
H -13.482 18.752 -4.534
H -11.928 17.870 -4.399
H -12.443 20.796 -4.252
H -10.842 20.322 -4.447
H -10.663 20.754 -8.363
H -11.451 20.518 -9.920
H -10.811 23.247 -8.664
H -10.152 22.618 -10.207
H -11.822 22.925 -10.208
H -14.539 19.611 -8.107
H -14.978 18.943 -6.629
H -16.790 19.443 -8.312
H -17.067 20.368 -6.746
H -16.508 21.202 -8.235
*
```

---

Record 4
A 2-piece molecular cluster, CH4NO3S overall, computed with wB97M-V/def2-TZVPD.

Electronic energy: -19566.8469 eV
Kohn-Sham gap (spin up / spin down): 7.94 / 3.98 eV
Largest force on an atom: 3.142 eV Å⁻¹

The geometry in ORCA input format:
```
! wB97M-V def2-TZVPD RIJCOSX def2/J DEFGRID3
* xyz -1 1
C -1.007 0.586 -0.446
N -2.066 -1.352 0.507
O 3.577 1.191 0.095
O 3.783 -1.224 -0.283
O -1.929 0.072 0.518
S 2.959 -0.126 0.261
H -0.715 -0.144 -1.162
H -0.183 0.903 0.109
H -1.618 1.374 -0.812
H -2.801 -1.280 1.214
*
```

---

Record 5
An isolated ion of composition C3H7N2O and charge +1, computed with wB97M-V/def2-TZVPD.

Electronic energy: -8241.0092 eV
Kohn-Sham gap: 9.45 eV
Largest force on an atom: 5.848 eV Å⁻¹

The geometry in ORCA input format:
```
! wB97M-V def2-TZVPD RIJCOSX def2/J DEFGRID3
* xyz 1 1
N 0.444 1.654 1.268
C 0.903 0.734 0.350
O 2.199 0.710 -0.262
C 1.512 -0.532 -0.023
C 0.339 -0.120 -0.853
N -0.934 -0.912 -0.646
H 0.234 1.237 2.140
H 0.708 2.547 1.244
H 1.934 -1.436 0.273
H 0.326 0.132 -1.900
H -0.908 -1.671 0.075
H -1.289 -1.438 -1.459
H -1.775 -0.211 -0.701
*
```

---

Record 6
A 2-piece molecular cluster, C6H3Br3F3N3 overall, computed with wB97M-V/def2-TZVPD.

Electronic energy: -229017.7763 eV
Kohn-Sham gap: 9.14 eV
Largest force on an atom: 1.517 eV Å⁻¹

The geometry in ORCA input format:
```
! wB97M-V def2-TZVPD RIJCOSX def2/J DEFGRID3
* xyz 0 1
C -0.264 1.316 1.047
C -0.326 -0.652 0.002
C -0.530 1.238 -1.164
C 1.923 -0.839 3.419
C -0.257 -2.147 0.009
C -0.719 1.911 -2.485
N -0.188 -0.002 1.142
N -0.423 1.983 -0.077
N -0.511 -0.086 -1.181
F 1.574 -1.865 4.138
F -0.151 -2.652 1.245
F -0.070 3.081 -2.566
Br 2.975 -1.405 2.015
Br 1.324 -2.681 -1.024
Br -2.642 2.246 -2.668
H -0.172 1.882 1.963
H -1.120 -2.593 -0.497
H -0.422 1.265 -3.317
*
```

---

Record 7
C4H5Cl in the gas phase, computed with wB97M-V/def2-TZVPD.

Electronic energy: -16748.4976 eV
Kohn-Sham gap: 10.46 eV
Largest force on an atom: 3.197 eV Å⁻¹

The geometry in ORCA input format:
```
! wB97M-V def2-TZVPD RIJCOSX def2/J DEFGRID3
* xyz 0 1
Cl 1.297 -2.418 0.948
C 0.613 -0.873 0.588
C -0.912 -0.281 0.686
C -0.148 -0.456 -0.551
C 1.143 0.267 -0.231
H -1.202 0.632 1.228
H -1.631 -1.073 0.902
H -0.471 -1.059 -1.292
H 1.890 -0.044 -0.992
H 1.311 1.356 0.077
*
```